(1)
The molecule C21H18F4N4O4S in a non-equilibrium geometry. Source: OMol25; level of theory: wB97M-V/def2-TZVPD.

XYZ file:
```
52
Properties=species:S:1:pos:R:3:forces:R:3
C -0.119 -3.400 -3.552 0.21 -0.25 -0.07
N -0.571 -2.778 -2.353 -0.41 0.58 0.38
C -0.267 -3.197 -1.218 0.40 -0.62 -0.28
S 0.745 -4.647 -0.843 -0.24 0.15 -0.06
C 0.591 -4.391 0.948 0.11 -0.25 -0.13
C 1.921 -3.973 1.611 -0.04 0.11 0.26
C 2.104 -2.456 1.564 0.36 -0.42 -0.22
O 2.107 -1.773 2.556 -0.05 0.17 0.32
N 2.223 -1.971 0.291 0.26 -0.27 -0.38
C 2.041 -0.653 -0.131 0.00 0.36 -0.18
C 1.818 0.420 0.730 0.05 -0.08 -0.05
C 1.567 1.684 0.231 0.04 0.20 -0.37
C 1.539 1.883 -1.137 0.07 -0.21 0.18
F 1.280 3.105 -1.628 0.03 0.03 -0.02
C 1.771 0.848 -2.027 -0.01 0.01 0.10
C 2.022 -0.401 -1.504 -0.01 0.15 0.31
F 2.244 -1.435 -2.353 0.01 -0.01 0.09
C -0.423 -3.279 1.152 -0.31 -0.29 0.13
O -0.906 -2.980 2.205 0.16 -0.11 0.05
N -0.667 -2.598 -0.036 -0.23 -0.04 -0.21
N -1.132 -1.339 0.121 -0.26 0.60 0.52
C -1.356 -0.524 -0.827 0.16 -0.63 -0.66
C -1.648 0.857 -0.491 -0.24 0.80 0.26
C -1.845 1.798 -1.498 0.03 -0.38 0.25
C -2.011 3.131 -1.169 -0.07 0.25 0.28
C -1.985 3.523 0.155 0.14 0.03 0.09
O -2.143 4.875 0.510 -0.52 -0.90 -0.12
C -1.052 5.637 0.400 0.68 1.25 0.19
F -0.661 5.813 -0.891 -0.13 -0.06 -0.27
F 0.033 5.103 1.014 0.04 -0.24 0.21
C -1.802 2.588 1.191 -0.08 0.06 -0.30
O -1.779 3.077 2.448 -0.06 0.23 -0.21
C -1.578 2.174 3.513 0.02 -0.14 0.17
C -1.640 1.256 0.848 -0.13 0.20 0.02
H 0.579 -2.724 -4.049 0.03 -0.08 -0.11
H -0.980 -3.548 -4.202 0.10 -0.10 -0.09
H 0.380 -4.358 -3.365 0.00 -0.05 -0.22
H 0.235 -5.324 1.390 -0.05 0.21 0.02
H 2.753 -4.483 1.123 -0.02 -0.01 0.04
H 1.897 -4.255 2.664 0.04 0.09 -0.09
H 2.315 -2.644 -0.463 -0.07 0.04 0.24
H 1.837 0.245 1.792 0.00 0.01 0.02
H 1.393 2.519 0.891 -0.05 0.11 0.07
H 1.756 1.009 -3.092 -0.01 0.01 -0.13
H -1.281 -0.783 -1.880 -0.01 -0.03 0.15
H -1.851 1.492 -2.533 0.03 -0.06 -0.14
H -2.142 3.878 -1.936 -0.02 0.09 -0.02
H -1.252 6.628 0.834 -0.03 -0.40 -0.12
H -1.590 2.782 4.416 0.01 -0.09 -0.04
H -2.378 1.430 3.562 0.04 0.00 -0.01
H -0.613 1.665 3.429 -0.02 -0.01 -0.01
H -1.479 0.493 1.591 0.05 -0.04 0.16
```
Positions in Å, forces in eV/Å.

Calculated values
**Relative energy (zero: lowest compared OMol25 entry of this formula, charge and spin)**: 0.0 kJ/mol
**Highest occupied orbital energy**: -8.3 eV
**Kohn-Sham gap**: 0.3106 Ha
**SMILES string**: C/N=C1\S[C@@H](CC(=O)Nc2ccc(F)cc2F)C(=O)N1/N=C/c1ccc(OC(F)F)c(OC)c1


(2)
C21H18F6FeO2S as an isolated structure in a non-equilibrium geometry. Source: OMol25; level of theory: wB97M-V/def2-TZVPD.

XYZ file:
```
49
Properties=species:S:1:pos:R:3:forces:R:3
F -0.145 5.592 0.152 0.21 -0.05 -0.08
C 0.438 4.646 -0.572 0.41 -0.08 -1.51
F -0.339 4.408 -1.673 0.69 0.39 1.05
F 1.660 5.086 -1.006 -1.06 -0.05 0.36
S 0.635 3.081 0.380 0.21 -0.60 0.71
C 1.244 1.749 -0.899 5.70 -0.22 1.30
C 1.766 0.715 0.175 -2.81 2.08 -1.43
C 1.183 0.477 1.421 -0.32 -1.13 2.64
C 1.636 -0.584 2.237 -1.65 2.52 -0.16
C 2.581 -1.424 1.675 2.22 -3.80 0.65
C 3.070 -2.595 2.519 -1.25 1.64 -1.36
F 3.368 -3.709 1.771 0.24 0.47 0.82
F 4.185 -2.267 3.251 -0.11 -0.83 0.09
F 2.104 -2.964 3.420 0.81 -0.32 0.01
C 3.077 -1.327 0.361 -1.17 2.69 -0.54
C 2.638 -0.205 -0.373 2.11 -2.67 0.16
O 1.495 3.461 1.508 -0.48 -0.04 -1.62
O -0.726 2.732 0.677 -0.98 0.10 0.16
H 2.145 2.266 -1.227 0.69 0.77 0.67
H 0.399 1.079 1.914 0.61 -0.14 -0.77
H 1.294 -0.677 3.304 0.30 0.01 -1.41
H 3.817 -1.981 -0.061 0.06 -0.38 0.04
H 2.973 -0.025 -1.381 0.31 -0.17 -0.22
C 0.497 -0.138 -2.692 0.79 0.14 0.45
C 0.702 1.302 -2.264 -2.08 2.10 0.37
C 0.739 2.119 -3.585 -1.60 1.45 1.84
C 1.308 3.417 -3.815 -0.77 -0.21 0.36
C 0.861 3.936 -5.079 -1.82 1.44 1.12
C -0.020 2.951 -5.658 -1.18 1.80 -0.56
C -0.083 1.838 -4.754 -1.82 -0.62 1.66
Fe 1.710 2.144 -5.331 0.21 -0.07 0.27
C 2.302 0.293 -5.734 2.43 0.05 -1.36
C 3.325 1.065 -5.013 -0.42 -0.77 -2.58
C 3.602 2.270 -5.812 -0.25 -1.39 -1.37
C 2.757 2.229 -7.000 1.80 -2.42 -0.60
C 1.948 1.004 -6.968 3.34 0.88 1.89
H 0.660 -0.823 -1.922 0.35 -1.04 1.40
H -0.518 -0.006 -2.759 -2.82 -1.27 -1.19
H 0.978 -0.554 -3.602 -0.19 1.06 0.56
H -0.180 1.754 -1.632 -1.37 -1.41 -2.67
H 1.918 3.882 -3.054 0.25 0.18 -0.46
H 1.090 4.944 -5.452 0.02 -0.76 0.01
H -0.574 3.056 -6.636 0.89 -0.26 1.31
H -0.731 0.949 -4.882 0.73 0.70 -0.04
H 1.935 -0.686 -5.462 -0.15 0.16 0.05
H 3.812 0.777 -4.108 0.09 -0.02 0.43
H 4.338 3.022 -5.582 -0.10 0.08 0.05
H 2.785 2.920 -7.829 -0.19 0.16 0.15
H 1.310 0.655 -7.727 -0.91 -0.14 -0.62
```
Positions in Å, forces in eV/Å.

Calculated values
**Highest occupied orbital energy (alpha / beta)**: 2.6 / -3.4 eV
**Total charge**: -2
**Kohn-Sham gap (alpha / beta)**: 0.0687 / 0.2905 Ha
**Spin multiplicity**: 5


(3)
C21H18MoN8O2 as an isolated structure in a non-equilibrium geometry. Source: OMol25; level of theory: wB97M-V/def2-TZVPD.

XYZ file:
```
50
Properties=species:S:1:pos:R:3:forces:R:3
Mo -1.408 -2.977 -0.843 1.28 1.59 1.38
C 4.068 -2.174 -0.320 -0.80 0.65 -0.04
N 2.717 -2.612 -0.737 1.83 0.01 -1.05
C 1.534 -2.328 -0.288 -0.16 -0.12 0.19
N 0.674 -3.058 -0.995 -1.43 -0.57 -1.20
C 1.449 -3.730 -1.952 -1.20 -0.59 -0.38
N 2.690 -3.469 -1.855 0.33 1.10 2.11
C 3.956 -1.037 0.682 0.11 -1.13 -0.81
C 4.565 -1.203 1.868 1.78 1.34 2.36
C 4.544 -0.095 2.738 -0.82 -1.88 -0.95
C 3.656 0.916 2.636 -0.43 1.77 0.79
C 2.902 1.050 1.489 1.09 -1.88 -1.05
C 3.233 0.121 0.484 -1.42 0.55 -1.27
C 1.846 2.011 1.387 -0.05 1.13 -0.28
N 1.820 3.202 1.870 0.14 -0.23 -0.10
N 0.580 3.722 1.556 0.19 -0.30 0.60
C -0.058 2.781 0.959 -1.52 2.46 -0.65
O 0.680 1.684 0.744 -0.22 -0.66 0.02
C -1.490 3.009 0.539 0.77 -1.93 -0.52
C -2.409 3.495 1.453 0.14 0.24 1.03
C -3.767 3.274 1.341 -0.47 0.11 0.30
C -4.303 2.677 0.178 -0.39 0.52 0.59
C -3.404 2.436 -0.824 1.28 -0.75 -0.52
C -3.716 1.872 -2.169 -1.41 0.93 -0.20
N -3.098 0.579 -2.250 -0.90 -0.60 0.76
C -2.877 -0.191 -1.206 0.08 -0.56 0.01
N -2.399 -1.352 -1.680 0.48 -0.39 -0.04
C -2.340 -1.173 -3.048 0.60 0.18 -0.63
N -2.739 0.010 -3.414 -0.21 -0.56 0.31
C -1.996 2.487 -0.628 0.36 0.02 -0.26
H 4.519 -1.906 -1.269 0.45 0.10 0.06
H 4.537 -3.074 0.096 0.12 0.46 -0.04
H 1.205 -1.599 0.458 0.76 -0.45 -0.10
H 1.121 -4.438 -2.715 -0.42 0.36 0.40
H 5.230 -2.010 2.172 -0.38 -0.17 -0.43
H 5.063 -0.155 3.611 1.65 -0.21 2.28
H 3.574 1.647 3.453 -0.09 -0.35 -0.45
H 2.914 0.254 -0.545 -0.60 0.32 0.05
H -1.971 3.972 2.314 -0.30 0.03 0.40
H -4.385 3.539 2.211 0.12 -0.07 -0.67
H -5.385 2.433 0.056 1.03 0.44 0.16
H -3.143 2.444 -2.831 0.55 1.04 -1.41
H -4.777 1.930 -2.542 0.95 -0.60 0.66
H -2.969 0.054 -0.144 -0.29 -0.01 -0.71
H -1.870 -1.852 -3.760 -0.42 -0.04 0.27
H -1.266 2.053 -1.370 -1.03 0.68 0.61
O -2.050 -4.389 -1.189 -1.18 -2.22 -0.68
C -1.702 -2.963 1.019 -0.53 -0.55 -0.26
H -2.215 -3.728 1.640 0.35 0.36 -0.61
H -1.341 -2.139 1.624 0.22 0.44 -0.01
```
Positions in Å, forces in eV/Å.

Calculated values
**Relative energy (zero: lowest compared OMol25 entry of this formula, charge and spin)**: 0.0 kJ/mol
**Highest occupied orbital energy**: -14.2 eV
**Total charge**: +2
**Kohn-Sham gap**: 0.2110 Ha